{
  "formula": "C18H78Cl2O24PS",
  "method": "ωB97M-V/def2-TZVPD",
  "largest_force_ha_per_bohr": 0.0435,
  "lumo_energy_ev": 1.1,
  "gap_ev": 5.1,
  "homo_ev": -4.1,
  "total_charge": -1,
  "total_energy_ha": -4198.23730,
  "species": ["Cl", "Cl", "S", "P", "O", "O", "O", "O", "O", "O", "O", "O", "O", "O", "O", "O", "O", "O", "O", "O", "O", "O", "O", "O", "O", "O", "O", "O", "C", "C", "C", "C", "C", "C", "C", "C", "C", "C", "C", "C", "C", "C", "C", "C", "C", "C", "H", "H", "H", "H", "H", "H", "H", "H", "H", "H", "H", "H", "H", "H", "H", "H", "H", "H", "H", "H", "H", "H", "H", "H", "H", "H", "H", "H", "H", "H", "H", "H", "H", "H", "H", "H", "H", "H", "H", "H", "H", "H", "H", "H", "H", "H", "H", "H", "H", "H", "H", "H", "H", "H", "H", "H", "H", "H", "H", "H", "H", "H", "H", "H", "H", "H", "H", "H", "H", "H", "H", "H", "H", "H", "H", "H", "H", "H"],
  "xyz": [[-4.2801, 1.7176, 4.5238], [-5.8238, -2.8989, -2.8854], [-6.8510, -1.9562, -1.3542], [-1.1197, 1.9065, 2.7303], [-5.4668, 1.5820, -3.1984], [-2.8459, 2.2914, 2.3549], [3.3404, 2.6789, -4.0815], [-1.5433, 0.2070, 2.5042], [-0.5302, -2.7013, 1.3298], [-8.2447, -2.2972, -1.5414], [-6.5210, -0.5648, -1.4285], [-8.5703, -3.1680, -6.4550], [-1.1037, -5.0543, -0.3080], [-8.5238, -5.3716, 0.3223], [-8.5144, -0.7070, -8.1293], [-5.6829, -1.7380, -6.1228], [0.8776, 7.7645, -1.4047], [5.5890, 5.5874, 3.0326], [1.0350, -0.4523, 0.0982], [-7.5157, 0.1088, 3.8973], [-5.8963, -4.5296, 2.8533], [-10.5489, -2.4458, 0.8995], [-0.2963, 4.3555, -2.5167], [6.7520, -4.9856, 0.1202], [1.6217, 7.3031, 1.5259], [9.5057, 1.7588, 1.7316], [2.6285, 4.8212, 2.6762], [9.6940, -2.9857, -2.4587], [2.7417, 2.5218, 0.2527], [-0.5945, 2.0582, 0.8919], [6.1134, -0.9814, -0.8506], [5.3280, 0.0653, -0.0246], [-4.4758, -1.0659, 1.0012], [-3.5115, -1.2719, 2.1876], [-3.6838, 1.3292, 2.7676], [1.4179, 3.0091, -0.3770], [-2.8878, -0.0134, 2.8204], [8.5003, -1.1494, -0.0935], [9.2837, -2.4393, 2.0340], [3.7395, 1.9712, -0.7934], [9.6410, -1.9030, 0.6275], [7.1176, -1.8178, -0.0125], [-6.2838, -2.7345, 0.1547], [3.9895, 0.4464, -0.7150], [0.3250, 3.2568, 0.6923], [-5.8414, -1.7738, 1.2480], [-7.1515, -3.2875, 0.5145], [9.5091, 2.4129, 1.0256], [6.7071, -0.4251, -1.5822], [-0.5486, -4.6931, -1.0067], [-8.4731, -1.5869, -7.7288], [6.7426, -1.9326, 1.0030], [-8.9143, -4.9983, 1.1215], [1.1302, 6.9487, -1.8479], [-5.7084, -2.1985, -5.2771], [4.0496, 0.0600, -1.7395], [5.9394, 0.9638, 0.0760], [6.5629, -5.6887, -0.5093], [3.3507, 2.2276, -1.7770], [2.7588, 3.3795, -4.3945], [-6.6556, -4.8705, 2.3672], [-0.8272, -2.3892, 2.1923], [-8.7731, -4.7484, -0.3709], [-1.5117, 2.1146, 0.2985], [0.8370, 3.4662, 1.6355], [6.3144, -5.2663, 0.9305], [-7.7291, -0.2512, -7.8091], [-7.9532, 0.7241, 3.3017], [-0.2874, 4.1215, 0.4060], [1.6652, 3.9784, -0.8291], [-0.9377, 3.3343, 2.9494], [-0.8140, -3.6225, 1.2845], [-4.0490, -1.4757, 0.0811], [9.6287, -3.8203, -1.9835], [3.1577, -0.0549, -0.2206], [2.5630, 5.5097, 2.0028], [9.8936, -1.9611, 2.8018], [-3.9603, -1.8577, 2.9891], [-9.9019, -1.8944, 0.4436], [0.7168, 6.9871, 1.6510], [8.2339, -2.3299, 2.2897], [0.6429, -0.7329, 0.9329], [1.7464, 7.9522, 2.2251], [-1.4028, 1.8043, 4.1427], [9.5217, -3.5055, 2.0859], [2.9021, 1.8662, -4.3516], [-1.1958, 4.0374, -2.3871], [-4.6378, 1.3352, 2.2439], [7.1831, -2.7874, -0.4990], [-5.5174, -3.4857, -0.0374], [-0.0542, 1.1391, 0.6905], [-5.4955, 0.9900, -3.9562], [0.8114, -1.1681, -0.5029], [8.4235, -0.1380, 0.3109], [-8.6504, -2.6425, -5.6491], [-4.6833, -0.0199, 0.7903], [-6.0196, 1.1469, -2.5388], [10.0385, -2.6925, -0.0072], [5.2203, 5.1557, 3.8113], [-6.6023, -1.0103, 1.4281], [9.8051, -3.2396, -3.3802], [6.2254, 6.2107, 3.3947], [-0.1594, 4.9611, -1.7817], [10.4357, 1.5733, 1.8926], [8.7521, -1.1237, -1.1528], [-1.6965, -5.6624, -0.7586], [-6.4601, -2.0659, -6.5869], [0.2787, 1.6320, 3.0443], [2.5681, 1.8333, 1.0844], [-2.6671, -1.8615, 1.8187], [1.1990, 7.6616, -0.4985], [5.4086, -1.6138, -1.3930], [-5.9372, -4.9816, 3.7021], [3.1992, 3.4045, 0.7010], [-5.7960, -2.3708, 2.1541], [3.5715, 4.6584, 2.7582], [-6.6927, 0.5579, 4.1338], [10.4515, -1.1791, 0.7618], [-10.9557, -2.9570, 0.1929], [1.0795, 2.3595, -1.1834], [5.1404, -0.3610, 0.9642], [-2.8808, -0.2479, 3.8956], [-9.4554, -3.5162, -6.6057], [4.7070, 2.4750, -0.7065]]
}

=====

{
  "formula": "C4H7N5O2",
  "method": "ωB97M-V/def2-TZVPD",
  "largest_force_ha_per_bohr": 0.1266,
  "lumo_energy_ev": -1.1,
  "gap_ev": 10.2,
  "homo_ev": -11.4,
  "smiles": "CCCn1nnnc1[N+](=O)[O-]",
  "relative_energy_kcal_mol": 113.15,
  "total_energy_ha": -580.67903,
  "species": ["O", "O", "N", "N", "N", "N", "N", "C", "C", "C", "C", "H", "H", "H", "H", "H", "H", "H"],
  "xyz": [[-0.6908, -0.4301, -2.4348], [-2.2484, 1.0605, -2.7116], [-1.2462, 0.0753, 1.4526], [-2.2586, 0.9092, 1.3514], [-1.5980, 0.3024, -2.0428], [-2.5215, 1.0929, 0.0614], [-0.8859, -0.3479, 0.2768], [-1.7351, 0.3215, -0.6189], [1.7617, 0.7215, 0.8676], [1.5294, -0.4662, -0.0847], [0.3177, -1.2986, 0.4704], [2.2983, 1.3671, 0.2961], [0.9373, 1.1581, 1.3197], [0.2001, -2.2003, -0.1653], [1.2875, -0.1883, -1.0690], [0.2700, -1.4848, 1.4584], [2.2125, 0.3629, 1.7645], [2.3701, -0.9552, -0.1918]]
}

=====

{
  "formula": "C10H13N4",
  "method": "ωB97M-V/def2-TZVPD",
  "largest_force_ha_per_bohr": 0.1028,
  "lumo_energy_ev": [-3.8, -5.4],
  "gap_ev": [5.7, 6.0],
  "homo_ev": [-9.5, -11.4],
  "relative_energy_kcal_mol": 0.00,
  "total_charge": 1,
  "spin_multiplicity": 3,
  "total_energy_ha": -607.45585,
  "species": ["N", "N", "N", "N", "C", "C", "C", "C", "C", "C", "C", "C", "C", "C", "H", "H", "H", "H", "H", "H", "H", "H", "H", "H", "H", "H", "H"],
  "xyz": [[-1.6937, -0.8116, 1.4297], [-1.3218, 1.1596, 0.2775], [0.4334, -0.2183, 0.2476], [-3.4050, -2.4785, 1.4446], [-0.4103, 2.8959, -1.1943], [1.3196, -1.0857, 0.7214], [-1.8468, -2.2097, 1.5125], [0.7614, 0.8624, -0.6216], [2.7687, -1.2507, 0.3105], [1.8116, 2.4270, -2.0630], [0.6086, 3.2617, -2.0650], [-0.9206, -0.0297, 0.6532], [1.8329, 1.1727, -1.4031], [-0.3106, 1.7050, -0.4965], [3.0662, -0.8383, -0.7427], [-2.3629, -0.1851, 1.7758], [3.3679, -0.5776, 0.9403], [-3.7980, -2.0634, 2.2920], [3.2309, -2.1960, 0.5061], [-3.9321, -2.2145, 0.5043], [2.6542, 0.4392, -1.5648], [-3.6191, -3.5799, 1.6195], [-1.2959, -2.6969, 0.7721], [2.5762, 2.6330, -2.7480], [-1.2675, 3.4093, -0.9459], [1.0490, -1.7663, 1.4799], [0.7036, 4.2362, -2.6421]]
}

=====

{
  "formula": "C33H30N4P2S3Tl",
  "method": "ωB97M-V/def2-TZVPD",
  "largest_force_ha_per_bohr": 0.0350,
  "lumo_energy_ev": 2.1,
  "gap_ev": 5.3,
  "homo_ev": -3.1,
  "relative_energy_kcal_mol": 6.27,
  "total_charge": -1,
  "total_energy_ha": -3544.37253,
  "species": ["Tl", "S", "S", "S", "P", "P", "N", "N", "N", "N", "C", "C", "C", "C", "C", "C", "C", "C", "C", "C", "C", "C", "C", "C", "C", "C", "C", "C", "C", "C", "C", "C", "C", "C", "C", "C", "C", "C", "C", "C", "C", "C", "C", "H", "H", "H", "H", "H", "H", "H", "H", "H", "H", "H", "H", "H", "H", "H", "H", "H", "H", "H", "H", "H", "H", "H", "H", "H", "H", "H", "H", "H", "H"],
  "xyz": [[1.7240, 1.7377, 1.0566], [-1.0978, 1.0672, 1.4355], [1.8134, -1.7294, 1.1944], [4.1534, 0.9152, 2.8422], [-0.9318, 0.2888, -0.4312], [1.4487, -1.2766, -0.7177], [1.4398, 1.7656, 3.6865], [0.5113, 3.8532, 2.2776], [1.9542, 0.6856, 4.3019], [3.3394, -1.1615, 4.2616], [-0.1433, -3.4042, -3.7797], [-2.9415, -3.0533, 0.7902], [0.7415, -2.7010, -1.6472], [0.4939, -2.4568, -2.9996], [-2.1100, -1.9467, 0.7359], [-0.2967, -4.8563, -1.8716], [-1.3129, 1.9165, -2.6843], [0.6097, 0.1634, -1.1938], [-3.6701, -2.6145, -1.4547], [-0.0152, 4.7904, 1.5023], [-2.0407, 4.8294, 2.7366], [4.8875, -2.2090, -2.7895], [3.0732, -1.1942, -1.5676], [-1.8824, 1.4002, -1.5296], [0.3565, -3.9095, -1.0905], [-3.4070, 2.9562, -3.2468], [-0.5515, -4.6037, -3.2084], [3.7854, 0.0004, -1.5298], [3.6366, -2.3012, -2.1963], [3.0818, 0.0984, 3.8058], [-2.8300, -1.5136, -1.5180], [-0.2037, 3.4006, 3.3203], [0.4027, 2.3596, 4.1539], [5.0348, 0.0926, -2.1232], [-3.2053, 1.6991, -1.2115], [-0.2154, 2.0154, 5.4828], [-2.0766, 2.6972, -3.5425], [-1.5061, 3.8577, 3.5551], [-3.9683, 2.4704, -2.0727], [-3.7347, -3.3794, -0.2991], [5.5877, -1.0124, -2.7559], [-2.0645, -1.1590, -0.4109], [-1.2655, 5.3446, 1.7052], [-1.6369, 3.1012, -4.4468], [-2.9806, -3.6602, 1.6872], [5.3168, -3.0729, -3.2839], [2.5253, -1.7155, 4.4948], [6.5725, -0.9459, -3.2038], [-1.4960, -1.6626, 1.5806], [-1.0346, 1.3017, 5.3654], [-1.6346, 6.1359, 1.0687], [0.5780, -4.1034, -0.0479], [3.9884, -1.6560, 3.6683], [3.3609, 0.8608, -1.0268], [-4.0069, 3.5477, -3.9283], [0.5357, 1.5948, 6.1521], [-2.1100, 3.4168, 4.3356], [-2.7774, -0.9119, -2.4169], [5.5777, 1.0302, -2.1040], [-4.4043, -4.2302, -0.2487], [1.3758, 0.1392, 4.9295], [-0.6168, -5.7947, -1.4342], [-4.2837, -2.8750, -2.3091], [-3.0572, 5.1700, 2.8847], [0.8073, -1.5106, -3.4221], [-1.0641, -5.3436, -3.8120], [3.0897, -3.2346, -2.2291], [-0.3319, -3.2146, -4.8299], [-3.6183, 1.3091, -0.2885], [-0.2793, 1.6722, -2.8986], [0.6079, 5.1169, 0.6757], [-5.0010, 2.6937, -1.8320], [-0.6068, 2.9183, 5.9480]]
}

=====

{
  "formula": "C3H3FO2",
  "method": "ωB97M-V/def2-TZVPD",
  "largest_force_ha_per_bohr": 0.1217,
  "lumo_energy_ev": [0.9, -3.4],
  "gap_ev": [7.6, 9.1],
  "homo_ev": [-6.7, -12.4],
  "relative_energy_kcal_mol": 10.33,
  "spin_multiplicity": 3,
  "total_energy_ha": -366.28415,
  "species": ["F", "O", "O", "C", "C", "C", "H", "H", "H"],
  "xyz": [[2.5991, -0.0164, -0.0825], [1.2234, -1.3169, -1.2054], [0.2676, 1.9341, -0.0347], [1.3591, -0.4053, -0.5040], [0.0299, 0.7430, 0.0381], [-1.1106, -0.1250, 0.3185], [-1.9323, 0.5204, 0.1267], [-1.1533, -1.0095, -0.1139], [-1.2828, -0.3245, 1.4573]]
}

=====

Which formula does entry 3 have? C10H13N4